[1]
DFT (ωB97M-V/def2-TZVPD) results for a 12-piece molecular cluster, C68H101N11O20 overall in a non-equilibrium geometry.

Summary:
**Multiplicity**: 1
**Net charge**: +6
**LUMO level**: -12.943 eV
**E_HOMO**: -17.5 eV
**Electronic energy**: -4756.502529 hartree

Last column: Mulliken charge in e.
Geometry (Å):
1 C -0.412 5.224 2.357  -0.63
2 N 0.898 4.612 2.567  0.38
3 C 1.244 3.393 2.014  -1.04
4 C 2.542 2.862 2.120  0.11
5 C 3.502 3.652 2.822  0.56
6 C 3.115 4.810 3.455  -0.53
7 C 1.845 5.280 3.283  -0.63
8 C 4.908 3.169 2.891  0.87
9 C 5.976 4.100 2.950  -0.61
10 C 7.261 3.647 3.092  -0.80
11 N 7.492 2.311 3.089  0.20
12 C 6.536 1.380 3.077  -0.37
13 C 5.254 1.831 2.954  -1.30
14 C 8.883 1.919 3.233  -0.93
15 H -1.142 4.418 2.426  0.03
16 H -0.308 5.781 1.426  0.32
17 H -0.814 5.753 3.221  0.41
18 H 0.471 2.914 1.431  0.75
19 H 2.915 2.149 1.399  -0.20
20 H 3.800 5.301 4.130  0.74
21 H 1.472 6.108 3.867  0.45
22 H 5.760 5.157 2.909  0.54
23 H 8.072 4.357 3.149  0.53
24 H 6.873 0.354 3.092  0.58
25 H 4.513 1.047 2.898  0.93
26 H 8.965 0.845 3.069  0.31
27 H 9.162 2.255 4.232  0.38
28 H 9.442 2.385 2.422  0.40
29 C -4.097 3.628 -0.357  -0.75
30 N -4.462 3.291 -1.721  0.31
31 C -5.573 3.905 -2.218  -0.79
32 C -5.988 3.528 -3.474  -0.84
33 C -5.245 2.610 -4.251  1.17
34 C -4.016 2.225 -3.768  -0.47
35 C -3.666 2.538 -2.476  -0.37
36 C -5.608 2.171 -5.579  1.48
37 C -4.598 1.642 -6.495  -0.74
38 C -5.038 1.282 -7.736  -0.35
39 N -6.344 1.276 -8.122  0.09
40 C -7.331 1.716 -7.257  -0.41
41 C -6.938 2.244 -6.046  -0.85
42 C -6.574 0.697 -9.422  -0.84
43 H -3.416 2.903 0.088  -0.04
44 H -4.960 3.696 0.306  0.49
45 H -3.611 4.603 -0.403  0.41
46 H -5.965 4.661 -1.553  0.50
47 H -6.838 4.051 -3.887  0.63
48 H -3.316 1.560 -4.251  -0.08
49 H -2.765 2.151 -2.024  0.44
50 H -3.549 1.658 -6.238  0.64
51 H -4.304 0.865 -8.409  0.40
52 H -8.352 1.657 -7.603  0.48
53 H -7.738 2.486 -5.361  0.41
54 H -5.812 -0.068 -9.575  0.32
55 H -6.295 1.455 -10.154  0.38
56 H -7.608 0.353 -9.437  0.31
57 C -6.898 -2.230 2.266  -0.93
58 N -5.711 -2.452 3.002  0.23
59 C -5.004 -3.534 2.745  -0.52
60 C -3.734 -3.722 3.369  -0.16
61 C -3.335 -2.882 4.382  1.03
62 C -4.212 -1.869 4.797  -1.06
63 C -5.379 -1.623 4.037  -0.39
64 C -2.065 -3.089 5.107  0.19
65 C -0.816 -3.249 4.537  0.50
66 C 0.309 -3.594 5.341  -1.03
67 N 0.202 -3.485 6.678  0.16
68 C -0.956 -3.247 7.281  -0.51
69 C -2.125 -3.100 6.509  -0.85
70 C 1.555 -3.514 7.475  -0.82
71 H -7.211 -1.187 2.298  0.33
72 H -7.592 -2.934 2.726  0.39
73 H -6.740 -2.406 1.202  0.36
74 H -5.404 -4.131 1.939  0.52
75 H -2.967 -4.385 2.996  0.61
76 H -3.948 -1.229 5.626  0.62
77 H -6.009 -0.746 4.036  0.33
78 H -0.587 -3.239 3.482  0.50
79 H 1.322 -3.774 5.014  0.15
80 H -0.972 -3.160 8.357  0.49
81 H -3.063 -3.039 7.042  0.65
82 H 1.321 -3.964 8.440  0.41
83 H 1.929 -2.493 7.554  0.30
84 H 2.290 -4.156 6.990  0.33
85 C -4.557 -7.169 -2.610  -0.92
86 N -3.556 -6.265 -3.021  0.20
87 C -3.938 -4.998 -3.511  -0.48
88 C -2.879 -4.108 -3.897  -0.39
89 C -1.501 -4.344 -3.599  0.88
90 C -1.196 -5.717 -3.182  -0.84
91 C -2.226 -6.607 -2.990  -0.41
92 C -0.442 -3.232 -3.709  0.19
93 C 0.891 -3.372 -4.158  -0.41
94 C 1.759 -2.314 -4.296  -0.72
95 N 1.301 -1.075 -3.926  0.24
96 C 0.057 -0.836 -3.383  -1.22
97 C -0.804 -1.950 -3.280  0.68
98 C 2.283 0.003 -4.112  -1.14
99 H -4.186 -7.905 -1.896  0.36
100 H -5.005 -7.621 -3.494  0.37
101 H -5.360 -6.644 -2.092  0.36
102 H -5.013 -4.892 -3.514  0.67
103 H -3.238 -3.146 -4.233  0.65
104 H -0.144 -5.960 -3.155  0.38
105 H -2.033 -7.612 -2.644  0.43
106 H 1.205 -4.384 -4.367  0.63
107 H 2.779 -2.439 -4.629  0.48
108 H -0.293 0.152 -3.122  1.04
109 H -1.806 -1.882 -2.883  -0.16
110 H 2.309 0.057 -5.200  0.47
111 H 3.232 -0.319 -3.683  0.43
112 H 2.000 0.915 -3.586  0.24
113 C 5.895 -2.735 1.560  -0.37
114 C 5.238 -3.998 2.097  0.23
115 O 5.885 -5.039 2.247  -0.44
116 N 3.812 -3.970 2.599  0.52
117 H 3.640 -4.721 3.252  0.44
118 H 3.692 -3.109 3.113  0.21
119 C 2.721 -4.232 1.552  -0.92
120 H 6.734 -2.542 2.229  0.33
121 H 5.157 -1.940 1.665  -0.13
122 H 6.230 -2.805 0.525  0.45
123 H 2.882 -5.220 1.121  0.53
124 H 2.705 -3.403 0.843  0.28
125 H 1.821 -4.309 2.162  0.13
126 C 5.725 0.845 -0.182  -0.97
127 O 6.369 2.032 0.319  0.37
128 C 7.641 2.219 -0.313  -0.67
129 C 7.468 3.294 -1.441  -0.68
130 N 6.960 4.625 -0.860  -0.01
131 H 6.242 4.345 -0.208  0.05
132 H 7.664 4.956 -0.215  0.41
133 C 6.436 5.765 -1.824  -0.64
134 C 5.737 6.867 -1.080  -0.67
135 O 4.763 6.202 -0.288  -0.18
136 C 4.221 7.021 0.725  -0.23
137 H 5.996 -0.105 0.279  0.48
138 H 5.689 0.746 -1.267  0.51
139 H 4.676 0.949 0.096  -0.20
140 H 8.000 1.237 -0.622  0.42
141 H 8.452 2.513 0.354  0.19
142 H 6.599 3.058 -2.055  0.38
143 H 8.360 3.454 -2.047  0.49
144 H 5.635 5.204 -2.305  0.29
145 H 7.062 6.152 -2.627  0.49
146 H 5.265 7.659 -1.661  0.46
147 H 6.420 7.406 -0.423  0.43
148 H 3.469 7.758 0.441  0.39
149 H 5.071 7.411 1.284  0.39
150 H 3.781 6.359 1.471  -0.32
151 C -3.400 -3.343 -0.623  -0.79
152 O -3.696 -2.536 0.504  -0.04
153 C -4.139 -1.200 0.203  -1.43
154 C -3.007 -0.214 -0.235  1.12
155 N -1.962 0.127 0.828  2.18
156 H -1.365 0.758 0.313  -1.09
157 H -2.296 0.708 1.583  -0.15
158 C -1.090 -1.024 1.350  -0.59
159 C 0.163 -1.206 0.436  0.64
160 O 0.928 0.019 0.356  1.65
161 C 2.032 0.014 -0.440  -0.34
162 H -4.212 -3.632 -1.290  0.52
163 H -3.143 -4.346 -0.284  0.45
164 H -2.572 -2.893 -1.170  0.01
165 H -4.568 -0.664 1.049  0.41
166 H -4.935 -1.234 -0.541  0.48
167 H -3.461 0.755 -0.444  -0.53
168 H -2.397 -0.503 -1.091  -0.38
169 H -1.594 -1.946 1.640  -0.30
170 H -0.838 -0.527 2.286  0.78
171 H -0.152 -1.602 -0.530  -0.24
172 H 0.752 -1.987 0.917  -0.27
173 H 2.858 -0.472 0.079  0.08
174 H 2.400 1.026 -0.613  -0.22
175 H 1.872 -0.496 -1.390  -0.08
176 O 1.205 0.218 3.229  -0.24
177 C 1.848 -0.747 3.895  0.57
178 O 2.620 -1.502 3.267  -0.90
179 O 1.588 -0.855 5.104  -0.73
180 H 1.420 0.137 2.297  -0.31
181 O 1.266 3.068 -1.121  -0.18
182 C 0.073 2.680 -1.478  -0.16
183 O -0.834 2.520 -0.674  -0.21
184 O -0.133 2.343 -2.659  -0.88
185 H 1.832 2.823 -1.857  0.19
186 O -4.001 1.864 4.617  -0.57
187 C -3.815 1.813 3.322  0.34
188 O -4.647 1.447 2.558  -0.63
189 O -2.699 2.070 2.909  -0.53
190 H -3.088 2.030 4.861  0.31
191 O -5.713 -0.951 -4.923  -0.61
192 C -5.453 -0.840 -3.647  0.06
193 O -6.422 -0.646 -2.881  -0.76
194 O -4.245 -0.984 -3.314  0.14
195 H -4.810 -1.183 -5.153  0.33
196 O 0.160 -4.066 -0.727  0.02
197 C -0.273 -4.936 0.126  0.27
198 O -0.100 -6.090 -0.347  -0.83
199 O -0.778 -4.709 1.185  -0.52
200 H 0.650 -4.741 -1.202  0.24



[2]
DFT (ωB97M-V/def2-TZVPD) results for a 17-piece molecular cluster, C68H118O35 overall in a non-equilibrium geometry.

Summary:
**Multiplicity**: 1
**Net charge**: 0
**LUMO level**: -0.060 eV
**E_HOMO**: -9.5 eV
**Electronic energy**: -5295.141997 hartree

Last column: Mulliken charge in e.
Geometry (Å):
1 C 4.782 3.449 -1.691  -1.02
2 C 3.971 2.195 -1.362  1.35
3 C 2.542 2.573 -1.578  1.10
4 O 2.719 3.400 -2.759  -0.06
5 C 3.913 4.213 -2.694  -0.68
6 H 5.784 3.260 -2.075  0.43
7 H 5.016 4.073 -0.829  0.34
8 H 4.174 1.695 -0.415  -0.60
9 H 4.237 1.477 -2.137  -0.42
10 H 2.067 3.185 -0.811  -0.07
11 H 1.948 1.671 -1.720  -0.97
12 H 3.681 5.225 -2.364  0.28
13 H 4.302 4.399 -3.695  0.31
14 C -1.733 6.555 -1.306  -0.46
15 C -1.090 5.214 -1.056  1.62
16 C 0.187 5.522 -0.264  1.13
17 O -0.075 6.821 0.333  -0.56
18 C -1.366 7.340 -0.061  -0.71
19 H -2.811 6.412 -1.381  0.32
20 H -1.352 6.985 -2.232  0.33
21 H -0.794 4.673 -1.955  -0.98
22 H -1.807 4.527 -0.606  -0.57
23 H 1.011 5.613 -0.972  0.12
24 H 0.377 4.757 0.488  -0.89
25 H -1.359 8.409 -0.274  0.37
26 H -2.063 7.099 0.742  0.28
27 C 1.691 -4.813 2.597  0.29
28 C 1.052 -4.990 3.945  -1.00
29 C 0.157 -3.721 4.137  -0.54
30 O 0.407 -2.927 2.958  0.91
31 C 1.713 -3.293 2.583  0.72
32 H 1.120 -5.095 1.712  -0.35
33 H 2.691 -5.242 2.542  0.44
34 H 1.808 -4.988 4.731  0.33
35 H 0.491 -5.911 4.102  0.37
36 H 0.345 -3.190 5.070  0.15
37 H -0.902 -3.982 4.125  0.34
38 H 2.450 -2.751 3.176  -0.25
39 H 1.900 -2.910 1.580  -1.07
40 C -5.278 3.142 -1.850  -0.91
41 C -4.073 2.442 -1.285  1.91
42 C -4.388 0.999 -1.325  0.43
43 O -5.155 0.872 -2.422  -0.39
44 C -6.046 2.015 -2.527  -0.42
45 H -5.006 3.919 -2.564  0.35
46 H -5.915 3.700 -1.164  0.31
47 H -3.809 2.708 -0.261  -0.09
48 H -3.166 2.581 -1.872  -1.01
49 H -4.933 0.674 -0.438  0.07
50 H -3.556 0.300 -1.412  -0.83
51 H -7.017 1.805 -2.078  0.38
52 H -6.194 2.298 -3.570  0.26
53 C -3.781 -1.032 3.873  0.52
54 C -3.585 -2.229 2.935  -0.61
55 C -4.439 -1.865 1.718  1.26
56 O -5.409 -0.902 2.271  -0.52
57 C -5.245 -0.723 3.692  -0.52
58 H -3.077 -0.275 3.528  -0.69
59 H -3.454 -1.186 4.901  0.59
60 H -4.169 -3.080 3.286  0.54
61 H -2.538 -2.485 2.773  -0.20
62 H -4.814 -2.794 1.288  -0.23
63 H -3.866 -1.332 0.959  -0.65
64 H -5.848 -1.455 4.229  0.43
65 H -5.446 0.310 3.977  0.04
66 C -1.245 -5.368 -0.655  0.29
67 C -0.847 -6.784 -0.350  -0.54
68 C -1.879 -7.253 0.620  -0.68
69 O -2.381 -6.026 1.230  -0.54
70 C -1.790 -4.832 0.692  1.02
71 H -2.086 -5.319 -1.346  0.36
72 H -0.466 -4.823 -1.188  -0.28
73 H 0.117 -6.886 0.148  0.02
74 H -0.748 -7.494 -1.171  0.52
75 H -1.546 -7.949 1.391  0.38
76 H -2.710 -7.742 0.112  0.20
77 H -0.953 -4.591 1.348  -0.32
78 H -2.578 -4.085 0.605  -0.70
79 C -6.288 -4.716 -0.878  -0.85
80 C -6.079 -3.429 -1.612  0.07
81 C -5.074 -3.815 -2.690  0.34
82 O -4.892 -5.248 -2.608  -0.59
83 C -5.062 -5.560 -1.227  0.38
84 H -7.160 -5.164 -1.353  0.27
85 H -6.344 -4.539 0.196  0.38
86 H -5.732 -2.599 -0.997  -0.21
87 H -6.937 -2.996 -2.127  0.44
88 H -4.073 -3.431 -2.493  -0.54
89 H -5.353 -3.372 -3.646  0.45
90 H -4.181 -5.254 -0.663  -0.48
91 H -5.150 -6.598 -0.904  0.43
92 C -3.461 2.726 4.363  0.67
93 C -4.605 3.259 5.160  -0.77
94 C -5.418 4.006 4.191  -0.67
95 O -5.231 3.319 2.917  -0.49
96 C -3.866 2.809 2.890  1.00
97 H -3.385 1.659 4.577  -0.38
98 H -2.512 3.173 4.659  0.03
99 H -4.385 3.782 6.091  0.42
100 H -5.258 2.429 5.427  0.22
101 H -5.081 5.025 3.998  0.28
102 H -6.474 4.045 4.457  0.38
103 H -3.186 3.487 2.374  -0.09
104 H -3.889 1.866 2.343  -0.43
105 C -1.322 -1.730 -0.827  0.72
106 C -0.615 -0.955 0.299  1.99
107 C 0.740 -0.433 -0.052  1.38
108 O 0.732 0.875 0.502  -0.35
109 C -0.556 1.248 0.766  -0.40
110 O -0.947 2.375 0.977  0.08
111 O -1.347 0.188 0.712  -0.10
112 H -0.794 -2.646 -1.091  -0.69
113 H -1.378 -1.167 -1.759  -0.50
114 H -2.336 -1.990 -0.522  -0.31
115 H -0.573 -1.622 1.160  -0.38
116 H 0.893 -0.567 -1.123  -1.49
117 H 1.553 -1.014 0.383  -0.53
118 C 3.064 -0.683 -3.834  -0.39
119 C 2.253 -1.646 -4.758  0.86
120 C 0.751 -1.532 -4.581  0.45
121 O 0.263 -1.210 -5.812  -0.30
122 C 1.215 -1.063 -6.659  0.38
123 O 1.052 -0.811 -7.890  -0.63
124 O 2.406 -1.163 -6.028  -0.45
125 H 4.103 -0.830 -4.129  0.49
126 H 3.041 -0.959 -2.779  -0.19
127 H 2.832 0.381 -3.832  -0.19
128 H 2.533 -2.691 -4.632  0.32
129 H 0.430 -0.729 -3.917  -1.02
130 H 0.191 -2.437 -4.345  0.51
131 C 0.485 4.283 3.735  0.03
132 C 1.448 5.337 4.201  0.42
133 C 1.525 5.399 5.690  -0.37
134 O 2.906 5.511 5.890  -0.38
135 C 3.579 4.983 4.856  0.71
136 O 4.802 4.707 4.841  -0.64
137 O 2.740 4.866 3.877  -0.22
138 H 0.499 4.169 2.651  -0.67
139 H -0.517 4.513 4.098  0.54
140 H 0.729 3.292 4.120  -0.33
141 H 1.297 6.343 3.809  0.47
142 H 1.080 4.531 6.178  0.15
143 H 1.036 6.278 6.111  0.36
144 C 5.727 2.397 2.136  -1.22
145 C 4.731 1.764 3.190  0.62
146 C 3.508 1.091 2.596  1.65
147 O 3.401 -0.015 3.440  0.23
148 C 4.513 -0.347 4.001  0.20
149 O 4.714 -1.442 4.614  -0.72
150 O 5.339 0.665 3.905  -0.45
151 H 5.110 3.130 1.616  0.22
152 H 6.055 1.647 1.416  0.07
153 H 6.616 2.857 2.567  0.50
154 H 4.537 2.425 4.035  0.11
155 H 3.755 0.854 1.561  -1.25
156 H 2.610 1.706 2.654  -0.20
157 C 5.116 -5.511 -3.278  -1.54
158 C 4.016 -5.701 -2.264  0.55
159 C 4.296 -5.419 -0.753  -0.69
160 O 3.192 -4.735 -0.323  -0.12
161 C 2.517 -4.194 -1.362  0.01
162 O 1.645 -3.346 -1.264  0.10
163 O 2.991 -4.758 -2.533  -0.32
164 H 5.313 -4.489 -3.601  0.28
165 H 4.932 -6.147 -4.144  0.39
166 H 6.058 -5.904 -2.894  0.41
167 H 3.544 -6.680 -2.356  0.37
168 H 5.277 -4.953 -0.663  0.21
169 H 4.358 -6.323 -0.147  0.37
170 C -0.022 -0.093 4.205  0.47
171 C 0.393 0.104 5.627  0.16
172 C 1.456 -0.862 6.075  -0.20
173 O 2.412 -0.097 6.835  -0.39
174 C 2.197 1.216 6.494  0.40
175 O 2.895 2.129 6.937  -0.61
176 O 1.211 1.283 5.613  -0.10
177 H -0.757 -0.887 4.073  -0.19
178 H 0.757 -0.396 3.505  -0.33
179 H -0.486 0.810 3.808  0.02
180 H -0.455 0.219 6.302  0.52
181 H 1.982 -1.298 5.226  0.00
182 H 1.104 -1.705 6.670  0.32
183 C 8.256 -0.987 -0.382  -1.75
184 C 6.801 -0.513 -0.646  0.62
185 C 6.103 -1.269 -1.787  -0.49
186 O 4.941 -1.720 -1.196  0.58
187 C 4.887 -1.534 0.114  0.11
188 O 4.000 -1.862 0.925  -0.26
189 O 6.008 -0.923 0.429  -0.39
190 H 8.706 -0.428 0.438  0.41
191 H 8.817 -0.817 -1.301  0.43
192 H 8.303 -2.060 -0.198  0.34
193 H 6.723 0.571 -0.739  0.09
194 H 6.713 -2.125 -2.075  0.35
195 H 5.905 -0.573 -2.602  0.20
196 C 0.531 4.959 -4.906  -1.40
197 C 0.099 3.519 -5.176  0.28
198 C 1.115 2.420 -5.192  -0.63
199 O 0.678 1.468 -4.205  0.70
200 C -0.364 1.950 -3.574  -0.28
201 O -0.880 1.327 -2.653  0.24
202 O -0.684 3.173 -4.049  -0.62
203 H 1.316 5.266 -5.597  0.38
204 H 0.919 5.148 -3.905  0.11
205 H -0.316 5.630 -5.056  0.43
206 H -0.640 3.361 -5.961  0.37
207 H 2.114 2.775 -4.939  0.14
208 H 1.296 1.923 -6.144  0.55
209 C -3.145 -1.272 -4.417  -0.06
210 C -3.469 -0.429 -5.601  0.17
211 C -3.693 1.035 -5.249  0.52
212 O -2.887 1.723 -6.174  -0.37
213 C -2.042 0.876 -6.794  0.67
214 O -1.133 1.180 -7.606  -0.60
215 O -2.480 -0.377 -6.608  -0.34
216 H -2.200 -0.909 -4.012  -0.74
217 H -3.047 -2.331 -4.656  0.59
218 H -3.913 -1.302 -3.644  -0.01
219 H -4.326 -0.856 -6.122  0.34
220 H -3.423 1.242 -4.213  -0.48
221 H -4.729 1.297 -5.466  0.25



no.,Kohn-Sham gap (eV)
1,4.60
2,9.41